DFT (ωB97M-V with the def2-TZVPD basis set) results for a cluster of 3 separate species, C3H11O in total.

Results
2S+1	1
charge	+1
E_HOMO	-16.4379	eV
E	-5326.5287	eV

Each line ends with the Mulliken charge.
Element x y z (Å)
O  1.54327  1.34897  0.04233  -0.597
H  1.24282  2.14736  0.44924  0.337
H  1.37706  1.48976  -0.90637  0.341
H  -2.03540  4.19988  -5.10521  -0.006
C  1.20813  -0.71160  1.10417  -0.313
C  0.14539  -1.47569  0.58055  0.074
C  -1.03590  -1.87549  1.39551  -1.279
H  -1.84658  4.88019  -4.94077  0.006
H  2.13457  -0.62310  0.56966  0.302
H  1.27323  -0.36408  2.13150  0.350
H  0.46521  -2.24508  -0.14237  0.427
H  -0.24313  -0.83343  -0.25547  0.302
H  -1.87463  -2.35050  0.89553  0.365
H  -0.82421  -2.53025  2.24659  0.338
H  -1.52983  -1.05694  1.93511  0.353